No. 1
Entry from the Open Molecules 2025 dataset: a molecular structure, C13H30BGeNO3Pd (wB97M-V/def2-TZVPD).

Properties
Charge: +1
Molar mass (g mol⁻¹): 438.2
Kohn-Sham gap (spin up / spin down) (eV): 4.48 / 4.48
Multiplicity: 2
ΔE to the lowest compared entry with this formula, charge and spin (kJ/mol): 0.00

Each line ends with the Löwdin charge.
CARTESIAN COORDINATES (ANGSTROEM)
Pd1 0.041 -0.036 0.954  1.162
Ge1 -0.027 0.033 -1.810  1.114
O1 -0.937 -1.170 -0.689  -0.376
O2 1.444 -0.232 -0.621  -0.382
O3 -0.530 1.428 -0.688  -0.353
N1 0.029 -0.019 2.830  -0.030
C1 -3.008 -0.723 0.490  -0.038
C2 -2.562 -2.906 -0.663  -0.014
C3 0.755 3.021 -2.017  -0.047
C4 0.941 2.958 0.470  -0.035
C5 2.159 -2.152 -1.942  -0.046
C6 -0.002 2.791 -0.710  -0.658
C7 -2.964 -0.821 -2.003  -0.050
C8 -1.199 3.717 -0.601  -0.016
C9 -2.383 -1.399 -0.715  -0.661
C10 0.044 -0.011 3.999  -0.147
C11 2.039 -2.284 0.547  -0.037
C12 3.752 -0.808 -0.538  -0.012
C13 2.355 -1.387 -0.639  -0.647
B1 0.058 0.000 5.525  -0.361
H1 -2.801 0.262 -2.044  0.077
H2 3.855 -0.219 0.374  0.097
H3 1.240 0.056 5.833  0.048
H4 -0.867 4.755 -0.572  0.102
H5 0.396 2.781 1.402  0.085
H6 1.022 -2.669 0.480  0.078
H7 -0.456 -1.032 5.894  0.031
H8 2.718 -3.137 0.567  0.109
H9 -2.111 -3.381 -1.536  0.095
H10 -3.625 -3.150 -0.643  0.103
H11 -2.591 -1.135 1.412  0.083
H12 1.343 3.970 0.512  0.107
H13 -1.758 3.506 0.311  0.095
H14 0.086 2.881 -2.871  0.091
H15 -4.037 -0.997 -2.050  0.108
H16 -2.096 -3.313 0.235  0.095
H17 1.779 2.269 0.390  0.076
H18 2.839 -3.003 -1.988  0.109
H19 2.368 -1.507 -2.801  0.091
H20 3.970 -0.167 -1.393  0.096
H21 1.149 4.035 -2.058  0.107
H22 -0.525 1.007 5.868  0.036
H23 -2.503 -1.295 -2.875  0.091
H24 1.601 2.329 -2.095  0.079
H25 -2.846 0.354 0.458  0.078
H26 1.136 -2.537 -2.011  0.079
H27 2.174 -1.736 1.482  0.083
H28 4.484 -1.616 -0.513  0.105
H29 -4.083 -0.899 0.511  0.106
H30 -1.865 3.587 -1.455  0.095

No. 2
Entry from the Open Molecules 2025 dataset: 2 unconnected molecules or ions with the total composition CH3ClN4O2 (wB97M-V/def2-TZVPD).

Properties
Charge: 0
Molar mass (g mol⁻¹): 138.5
Structure (SMILES): [H]/N=[N+](\[O-])O.N=C=NCl
Kohn-Sham gap (eV): 10.03
ΔE to the lowest compared entry with this formula, charge and spin (kJ/mol): 200.15

Each line ends with the Löwdin charge.
CARTESIAN COORDINATES (ANGSTROEM)
Cl1 3.119 -0.432 -0.574  0.621
O1 -0.431 -1.701 0.688  0.011
O2 -2.513 -1.657 0.014  0.074
N1 -0.974 -0.299 -0.842  0.107
N2 -1.430 -1.182 -0.111  -0.489
N3 1.669 0.086 0.180  -0.420
N4 0.686 2.155 0.687  0.217
C1 1.189 1.185 0.205  -0.418
H1 -1.559 0.395 -1.364  0.111
H2 0.447 -1.076 0.656  0.115
H3 -0.203 2.525 0.461  0.071

No. 3
Entry from the Open Molecules 2025 dataset: a molecular structure, CH4N2OS (wB97M-V/def2-TZVPD).

Properties
Charge: 0
Molar mass (g mol⁻¹): 92.1
Kohn-Sham gap (eV): 9.62
ΔE to the lowest compared entry with this formula, charge and spin (kJ/mol): 429.82

Each line ends with the Löwdin charge.
CARTESIAN COORDINATES (ANGSTROEM)
S1 -1.567 -0.460 -0.012  0.720
O1 1.715 -1.073 -0.146  -0.170
N1 1.777 0.228 0.162  -0.089
N2 -0.672 0.945 -0.271  -0.452
C1 0.788 1.017 0.049  -0.262
H1 -1.173 1.847 0.143  0.122
H2 0.598 -1.585 0.077  0.186
H3 1.012 2.036 0.302  0.093
H4 -1.542 -0.670 1.301  -0.149